57
Properties=species:S:1:pos:R:3 method="wB97M-V/def2-TZVPD" e_homo_ev=-7.682 de_lowest_ev=1.987 mol_weight_g_mol=379.5 orbital_gap_ev=8.3 energy_ha=-1208.58848 total_charge=0 smiles="CCCn1nc2cc(C(=O)NCCCCc3ccccc3)ccc2c1OCC" largest_force_ev_per_a=1.1
C -7.640 0.584 -1.341
C -6.252 0.755 -0.740
C -5.233 -0.150 -1.436
N -3.915 0.033 -0.892
N -3.034 0.827 -1.499
C -1.949 0.811 -0.725
C -0.729 1.474 -0.919
C 0.253 1.340 0.031
C 1.539 2.061 -0.200
O 1.989 2.251 -1.314
N 2.155 2.509 0.922
C 3.407 3.225 0.887
C 4.590 2.417 1.429
C 4.907 1.178 0.585
C 4.113 -0.063 1.010
C 4.364 -1.195 0.056
C 3.669 -1.252 -1.147
C 3.912 -2.271 -2.050
C 4.853 -3.246 -1.763
C 5.551 -3.195 -0.569
C 5.308 -2.174 0.333
C 0.052 0.518 1.170
C -1.115 -0.161 1.372
C -2.152 -0.021 0.432
C -3.457 -0.496 0.259
O -4.288 -1.312 0.945
C -3.749 -1.994 2.065
C -4.810 -2.954 2.576
H -7.977 -0.445 -1.239
H -8.353 1.230 -0.836
H -7.632 0.840 -2.397
H -6.276 0.506 0.323
H -5.927 1.792 -0.841
H -5.173 0.095 -2.498
H -5.517 -1.198 -1.311
H -0.567 2.081 -1.794
H 1.728 2.353 1.820
H 3.303 4.153 1.462
H 3.585 3.476 -0.162
H 5.456 3.081 1.436
H 4.392 2.121 2.463
H 4.691 1.395 -0.462
H 5.972 0.946 0.662
H 3.049 0.172 1.006
H 4.404 -0.351 2.023
H 2.938 -0.490 -1.377
H 3.365 -2.305 -2.981
H 5.042 -4.043 -2.467
H 6.288 -3.951 -0.339
H 5.855 -2.138 1.265
H 0.854 0.392 1.883
H -1.228 -0.791 2.242
H -2.846 -2.542 1.766
H -3.483 -1.268 2.845
H -5.068 -3.671 1.801
H -4.436 -3.488 3.445
H -5.706 -2.405 2.853


63
Properties=species:S:1:pos:R:3 method="wB97M-V/def2-TZVPD" e_homo_ev="-13.184 / -13.197" de_lowest_ev=0.000 spin_multiplicity=5 mol_weight_g_mol=662.8 orbital_gap_ev="7.2 / 7.3" energy_ha=-3355.43915 total_charge=+2 s_squared=6.006 largest_force_ev_per_a=0.5
Pm -0.292 0.566 0.437
O -1.838 -0.125 -6.692
C -2.102 -1.205 -5.830
C -1.560 -0.870 -4.470
C -1.481 -1.845 -3.483
C -1.021 -1.495 -2.233
N -0.625 -0.250 -1.927
C -0.670 0.692 -2.890
C -1.144 0.420 -4.158
C -0.217 2.068 -2.527
C 0.336 2.897 -3.485
C 0.705 4.192 -3.142
C 1.304 5.125 -4.154
O 1.465 4.433 -5.368
C 0.490 4.608 -1.833
C -0.053 3.721 -0.933
N -0.382 2.455 -1.246
H -2.165 -0.329 -7.574
H -1.641 -2.136 -6.174
H -3.178 -1.390 -5.727
H -1.776 -2.868 -3.676
H -0.958 -2.232 -1.441
H -1.202 1.193 -4.910
H 0.489 2.553 -4.497
H 2.260 5.492 -3.765
H 0.640 5.990 -4.256
H 1.699 5.053 -6.066
H 0.733 5.613 -1.511
H -0.236 4.030 0.086
C 0.005 -1.510 5.923
Si -0.952 -2.876 5.112
C -2.453 -3.240 6.145
C 0.112 -4.375 4.871
C -1.641 -2.409 3.380
C -2.804 -3.056 2.968
C -3.413 -2.803 1.737
C -2.844 -1.861 0.928
N -1.711 -1.224 1.276
C -1.097 -1.503 2.454
S 0.447 -0.670 2.698
H 0.153 -1.807 6.966
H -0.538 -0.562 5.925
H 0.983 -1.348 5.475
H -2.153 -3.428 7.178
H -3.022 -4.111 5.815
H -3.123 -2.375 6.148
H 0.521 -4.721 5.823
H 0.952 -4.131 4.215
H -0.439 -5.204 4.423
H -3.265 -3.783 3.627
H -4.313 -3.317 1.432
H -3.286 -1.586 -0.023
S 1.454 2.579 1.878
C 2.842 1.945 1.196
N 4.050 1.971 1.722
C 5.081 1.126 1.110
C 4.667 0.946 -0.347
S 2.848 1.100 -0.332
H 4.184 2.386 2.635
H 5.119 0.171 1.635
H 6.052 1.610 1.182
H 4.958 -0.023 -0.742
H 5.046 1.737 -0.989


60
Properties=species:S:1:pos:R:3 method="wB97M-V/def2-TZVPD" e_homo_ev=-11.418 de_lowest_ev=0.000 mol_weight_g_mol=425.5 orbital_gap_ev=5.9 energy_ha=-1413.40445 total_charge=+1 largest_force_ev_per_a=4.2
C 2.266 -1.612 -3.911
N 2.025 -0.957 -2.646
C 2.967 -0.169 -2.050
O 4.105 0.019 -2.470
C 2.349 0.397 -0.771
C 2.218 1.918 -0.770
C 3.559 2.606 -0.848
C 3.849 3.450 -1.921
C 5.126 3.997 -2.056
C 6.106 3.727 -1.090
C 5.801 2.914 0.007
C 4.525 2.355 0.132
N 1.054 -0.288 -0.725
C 0.208 -0.077 0.304
C -1.055 -0.643 0.398
C -1.904 -0.570 1.505
C -3.217 -1.170 1.501
C -4.145 -0.982 2.575
C -5.368 -1.627 2.608
C -5.733 -2.489 1.549
N -6.990 -3.153 1.542
O -7.259 -3.896 0.568
O -7.786 -2.978 2.492
C -4.862 -2.688 0.463
C -3.644 -2.032 0.437
C 0.786 -1.129 -1.901
C -0.390 -0.625 -2.751
C 0.583 -2.616 -1.567
H 3.245 -1.311 -4.289
H 2.245 -2.702 -3.794
H 1.495 -1.329 -4.638
H 2.978 0.084 0.084
H 1.591 2.217 -1.623
H 1.691 2.209 0.150
H 3.069 3.638 -2.663
H 5.354 4.621 -2.921
H 7.104 4.152 -1.195
H 6.557 2.698 0.766
H 4.275 1.704 0.972
H 0.607 0.561 1.100
H -1.399 -1.209 -0.464
H -1.467 -0.227 2.437
H -3.866 -0.321 3.399
H -6.060 -1.501 3.438
H -5.157 -3.366 -0.334
H -2.997 -2.238 -0.414
H -0.173 0.384 -3.126
H -0.531 -1.303 -3.602
H -1.317 -0.592 -2.178
H 1.502 -3.029 -1.131
H -0.238 -2.760 -0.862
H 0.352 -3.165 -2.489
C -2.183 1.201 4.786
N -1.942 1.702 3.451
O -0.541 1.416 3.191
H -3.187 1.510 5.074
H -2.115 0.109 4.860
H -1.444 1.645 5.460
H -2.492 1.225 2.742
H -0.127 2.297 3.205